{
  "formula": "C20H24N2O5S",
  "method": "ωB97M-V with the def2-TZVPD basis set",
  "symbols": ["C", "H", "O", "C", "C", "C", "C", "C", "C", "O", "C", "H", "H", "H", "H", "C", "C", "C", "O", "N", "C", "O", "S", "C", "C", "C", "O", "N", "C", "H", "C", "C", "C", "C", "H", "H", "H", "H", "H", "H", "H", "H", "H", "H", "H", "H", "H", "H", "H", "H", "H", "H"],
  "xyz": [[7.880, 1.524, -0.135], [7.585, 1.866, -1.129], [7.532, 0.172, 0.076], [6.251, -0.257, 0.040], [6.106, -1.630, 0.260], [4.877, -2.242, 0.260], [3.716, -1.492, 0.037], [3.856, -0.116, -0.184], [5.088, 0.513, -0.189], [5.233, 1.857, -0.408], [4.083, 2.632, -0.652], [3.396, 2.615, 0.200], [4.448, 3.647, -0.801], [3.555, 2.300, -1.551], [2.968, 0.465, -0.358], [2.450, -2.161, 0.042], [1.194, -1.686, -0.120], [0.048, -2.598, -0.076], [0.104, -3.792, 0.111], [-1.144, -1.914, -0.268], [-1.081, -0.565, -0.440], [-1.982, 0.212, -0.573], [0.635, -0.047, -0.390], [-2.394, -2.661, -0.318], [-3.519, -1.986, 0.462], [-4.359, -1.131, -0.496], [-4.398, -1.403, -1.682], [-5.110, -0.146, 0.036], [-5.101, 0.320, 1.403], [-4.713, -0.444, 2.074], [-4.293, 1.616, 1.506], [-4.909, 2.668, 0.586], [-4.973, 2.122, -0.838], [-5.744, 0.803, -0.861], [-5.741, 0.369, -1.861], [-6.779, 0.956, -0.536], [-5.452, 2.841, -1.504], [-3.960, 1.933, -1.198], [-4.313, 3.582, 0.611], [-5.916, 2.912, 0.933], [-4.280, 1.965, 2.540], [-3.268, 1.420, 1.187], [-6.141, 0.517, 1.690], [-4.174, -2.751, 0.883], [-3.101, -1.395, 1.274], [-2.714, -2.758, -1.363], [-2.152, -3.649, 0.082], [2.489, -3.233, 0.204], [4.804, -3.304, 0.432], [7.009, -2.195, 0.432], [8.966, 1.551, -0.048], [7.437, 2.177, 0.619]],
  "forces_ev_per_angstrom": [[0.250, 0.483, -0.064], [0.041, -0.022, 0.087], [-0.185, -0.272, 0.036], [-0.213, -0.261, 0.026], [0.124, 0.377, -0.056], [-0.359, 0.192, -0.059], [0.716, 0.308, 0.013], [-0.062, -0.165, 0.026], [0.186, 0.115, -0.004], [0.238, -0.352, 0.086], [-0.154, 0.121, -0.038], [0.007, -0.009, -0.018], [-0.099, -0.051, 0.002], [0.003, -0.002, 0.021], [0.079, 0.183, -0.034], [-1.146, -0.159, -0.060], [0.899, 0.181, 0.032], [0.083, -0.490, 0.117], [-0.045, 0.058, -0.045], [-0.384, -0.404, 0.024], [0.922, 0.242, 0.096], [-0.336, 0.117, -0.117], [0.001, 0.178, -0.025], [-0.383, -0.296, -0.090], [0.084, 0.100, -0.380], [-0.055, -0.385, 0.386], [0.094, -0.061, -0.309], [-0.364, 0.185, -0.029], [0.356, 0.080, 0.329], [-0.073, 0.005, -0.044], [-0.253, 0.008, 0.099], [0.272, -0.048, -0.098], [-0.243, -0.008, 0.134], [0.051, 0.087, -0.494], [-0.106, 0.056, 0.149], [0.011, -0.002, -0.027], [0.013, 0.015, -0.065], [0.024, 0.019, -0.093], [-0.059, 0.060, 0.037], [-0.045, 0.063, 0.027], [0.029, -0.003, 0.045], [0.053, -0.028, 0.079], [0.069, -0.067, 0.046], [0.014, 0.029, 0.050], [-0.080, -0.057, 0.082], [0.092, -0.069, 0.234], [-0.065, 0.193, -0.069], [-0.060, -0.031, -0.003], [-0.023, -0.126, 0.017], [0.108, -0.052, 0.018], [-0.082, 0.014, -0.010], [0.056, -0.051, -0.068]],
  "lowdin_charge": [-0.066, 0.096, -0.056, -0.189, 0.009, -0.026, -0.215, 0.026, -0.177, -0.111, -0.068, 0.100, 0.098, 0.101, 0.026, -0.019, -0.410, -0.443, 0.104, 0.005, -0.680, 0.055, 1.106, -0.092, -0.063, -0.470, 0.047, -0.055, -0.153, 0.111, -0.172, -0.201, -0.167, -0.140, 0.119, 0.127, 0.111, 0.110, 0.108, 0.111, 0.111, 0.100, 0.128, 0.132, 0.112, 0.135, 0.126, 0.128, 0.116, 0.123, 0.095, 0.096],
  "total_charge": 0,
  "smiles": "COc1ccc(/C=C2\\SC(=O)N(CCC(=O)N3CCCCC3)C2=O)cc1OC",
  "fmax_ev_per_a": 1.159,
  "orbital_gap_ev": 7.56,
  "lumo_ev": -0.39,
  "e_above_lowest_ev": 1.083,
  "homo_ev": -7.95
}



{
  "formula": "C24H55N2O5",
  "method": "ωB97M-V with the def2-TZVPD basis set",
  "symbols": ["C", "C", "C", "C", "C", "C", "C", "O", "C", "N", "C", "C", "C", "C", "N", "O", "H", "H", "H", "H", "H", "H", "H", "H", "H", "H", "H", "H", "H", "H", "H", "H", "H", "H", "H", "H", "H", "H", "H", "H", "H", "C", "C", "O", "C", "C", "H", "H", "H", "H", "H", "H", "H", "H", "H", "H", "C", "C", "O", "C", "C", "H", "H", "H", "H", "H", "H", "H", "H", "H", "H", "C", "C", "O", "C", "C", "H", "H", "H", "H", "H", "H", "H", "H", "H", "H"],
  "xyz": [[8.163, 2.257, 1.912], [7.060, 2.244, 0.805], [7.539, 3.283, -0.287], [5.733, 2.815, 1.399], [4.673, 1.719, 1.788], [3.442, 1.848, 0.829], [2.269, 0.885, 1.196], [1.129, 1.649, 1.627], [1.859, 0.042, -0.064], [2.032, -1.410, 0.118], [5.235, 0.270, 1.922], [6.385, -0.129, 0.933], [7.480, -0.902, 1.742], [5.773, -1.185, -0.062], [6.904, 0.963, 0.097], [6.143, 1.188, -0.930], [9.062, 1.677, 1.656], [8.432, 3.313, 2.078], [7.702, 1.921, 2.861], [8.154, 4.082, 0.160], [6.699, 3.675, -0.872], [8.209, 2.747, -0.986], [5.268, 3.465, 0.635], [5.980, 3.479, 2.244], [4.298, 1.999, 2.793], [3.077, 2.887, 0.958], [3.807, 1.752, -0.206], [2.506, 0.238, 2.056], [0.957, 2.239, 0.894], [0.814, 0.327, -0.298], [2.447, 0.330, -0.962], [2.781, -1.597, 0.773], [2.330, -1.818, -0.759], [5.613, 0.155, 2.956], [4.446, -0.497, 1.819], [7.665, -0.325, 2.668], [8.445, -0.942, 1.214], [7.074, -1.883, 2.013], [6.472, -1.317, -0.908], [5.678, -2.175, 0.421], [4.792, -0.864, -0.445], [-4.488, -2.638, 0.491], [-3.151, -3.311, 0.751], [-2.080, -2.740, 0.023], [-1.808, -1.376, 0.297], [-1.417, -1.106, 1.739], [-4.693, -2.589, -0.580], [-5.294, -3.188, 0.980], [-4.504, -1.615, 0.874], [-3.209, -4.352, 0.431], [-2.922, -3.324, 1.822], [-2.659, -0.752, -0.001], [-0.976, -1.100, -0.353], [-2.251, -1.288, 2.422], [-1.108, -0.067, 1.860], [-0.594, -1.756, 2.043], [-3.002, 2.197, 1.267], [-3.590, 3.530, 0.839], [-4.214, 3.491, -0.432], [-5.316, 2.609, -0.555], [-6.469, 2.942, 0.377], [-2.343, 1.801, 0.491], [-2.432, 2.309, 2.190], [-3.781, 1.452, 1.445], [-2.785, 4.262, 0.755], [-4.284, 3.912, 1.595], [-4.990, 1.571, -0.420], [-5.656, 2.697, -1.587], [-6.201, 2.785, 1.423], [-7.329, 2.307, 0.156], [-6.764, 3.986, 0.264], [-6.564, -1.897, -4.973], [-6.593, -2.058, -3.463], [-7.752, -2.717, -2.984], [-7.942, -4.045, -3.440], [-6.824, -4.991, -3.035], [-7.483, -1.426, -5.327], [-5.714, -1.282, -5.273], [-6.473, -2.860, -5.479], [-6.597, -1.068, -3.004], [-5.691, -2.565, -3.104], [-8.094, -4.058, -4.524], [-8.876, -4.385, -2.990], [-5.884, -4.740, -3.530], [-7.079, -6.016, -3.308], [-6.654, -4.945, -1.958]],
  "forces_ev_per_angstrom": [[-0.938, -0.193, 0.200], [1.762, 2.698, -0.120], [0.540, -0.870, -0.086], [-0.297, -0.867, -0.371], [-0.450, 0.376, 0.247], [0.607, -0.016, 0.923], [-0.160, 0.291, -1.266], [0.461, -0.326, 0.223], [0.458, 0.082, -0.182], [-0.295, 0.184, 0.139], [0.551, 0.678, 0.171], [-0.647, -3.024, -0.132], [-0.047, 1.589, 0.248], [0.569, 0.161, -0.144], [-2.091, 1.156, 0.779], [0.532, -0.497, -0.334], [-0.349, 0.157, 0.110], [0.018, -0.499, -0.065], [0.561, -0.163, -0.327], [-0.584, -0.158, -0.090], [0.359, -0.027, 0.224], [-0.283, 0.292, 0.216], [0.201, -0.337, 0.340], [-0.047, -0.410, -0.209], [0.078, -0.262, -0.426], [0.098, -0.476, -0.150], [-0.295, -0.165, 0.300], [-0.043, 0.172, -0.421], [-0.334, 0.381, -0.113], [0.291, -0.522, 0.223], [-0.206, 0.285, 0.575], [-0.049, 0.044, 0.028], [-0.124, -0.139, 0.026], [-0.108, 0.101, -0.439], [0.229, 0.510, 0.050], [0.081, -0.505, -0.297], [-0.450, -0.371, -0.035], [0.386, 0.230, -0.107], [-0.430, 0.044, 0.240], [-0.093, 0.555, 0.010], [0.469, -0.125, 0.053], [0.009, 0.201, 0.036], [-0.091, -0.031, -0.021], [0.073, -0.112, -0.148], [0.087, 0.092, 0.082], [-0.170, -0.065, 0.134], [-0.006, -0.075, 0.012], [0.018, -0.008, -0.020], [-0.049, -0.038, 0.046], [0.131, 0.031, -0.062], [-0.048, 0.048, 0.030], [-0.032, 0.028, 0.060], [-0.003, -0.176, -0.048], [-0.007, 0.072, -0.005], [0.058, -0.033, -0.023], [0.053, 0.046, -0.101], [-0.152, -0.125, -0.007], [0.092, -0.048, 0.056], [0.048, 0.114, -0.157], [-0.097, -0.005, 0.008], [0.084, -0.003, 0.171], [0.038, 0.059, 0.023], [0.011, 0.006, -0.030], [0.039, 0.000, 0.069], [-0.078, 0.039, -0.132], [-0.011, -0.052, 0.040], [-0.036, -0.027, 0.061], [0.133, 0.077, -0.017], [-0.047, -0.047, -0.015], [0.014, 0.009, -0.019], [-0.014, -0.025, -0.059], [-0.032, -0.202, -0.094], [0.055, 0.090, -0.075], [-0.132, 0.099, 0.131], [0.029, -0.105, 0.034], [0.154, 0.089, -0.073], [0.030, 0.053, 0.047], [-0.016, 0.002, 0.028], [0.068, 0.036, -0.014], [-0.120, -0.072, 0.108], [0.035, -0.021, -0.068], [0.060, -0.039, -0.027], [-0.014, 0.151, 0.037], [-0.018, -0.062, -0.020], [-0.017, 0.014, 0.013], [-0.058, -0.022, -0.003]],
  "lowdin_charge": [-0.034, -0.465, -0.039, -0.080, -0.249, -0.108, -0.333, -0.058, -0.214, 0.013, -0.073, -0.453, -0.033, -0.044, -0.100, -0.012, 0.090, 0.080, 0.080, 0.079, 0.075, 0.089, 0.106, 0.124, 0.140, 0.123, 0.106, 0.139, 0.077, 0.098, 0.107, 0.042, 0.067, 0.116, 0.096, 0.064, 0.090, 0.083, 0.091, 0.085, 0.063, -0.074, -0.280, -0.155, -0.279, -0.075, 0.070, 0.078, 0.060, 0.117, 0.107, 0.096, 0.100, 0.068, 0.054, 0.081, -0.085, -0.278, -0.159, -0.281, -0.080, 0.076, 0.082, 0.066, 0.117, 0.108, 0.101, 0.118, 0.066, 0.076, 0.082, -0.080, -0.287, -0.161, -0.282, -0.079, 0.083, 0.077, 0.066, 0.116, 0.099, 0.106, 0.117, 0.067, 0.076, 0.078],
  "total_charge": 0,
  "multiplicity": 2,
  "s_squared": 0.75,
  "fmax_ev_per_a": 3.225,
  "orbital_gap_ev": [9.65, 9.09],
  "lumo_ev": [0.68, -0.19],
  "homo_ev": [-8.98, -9.28]
}